[1]
22
Properties=species:S:1:pos:R:3:forces:R:3 method="wB97M-V/def2-TZVPD" de_lowest_kcal_mol=89.4 homo_lumo_gap_ev="6.8 / 6.8" total_charge=-1 homo_ev="-3.443 / -3.445"
S -1.302850 1.635995 -0.261687 -0.6 -1.1 -1.8
S -0.309545 -0.058530 2.260199 0.5 -0.3 -0.1
O -1.130790 3.074138 -0.253281 0.3 1.7 0.5
O -1.517725 -0.748219 2.789436 -0.9 0.0 1.5
O -1.984410 1.524086 -1.891006 1.6 1.6 0.4
O -1.527425 -1.866277 0.677911 2.4 1.0 -0.7
O -0.594487 1.337920 1.772807 0.2 0.1 0.9
N 0.025894 -0.534270 -0.491913 -1.2 -1.0 -2.8
C -0.369179 -1.100490 0.708991 1.0 -1.6 -0.7
C 1.109928 1.135701 -1.894638 -0.1 1.1 0.1
C 1.542308 -2.465764 1.347307 -3.1 0.7 -1.0
C 0.390440 0.848265 -0.605051 -0.4 -1.1 -0.3
H 0.511108 0.696614 -2.648347 -0.4 -0.3 -1.3
H -1.814444 -1.637864 1.607772 -0.7 -0.2 0.5
H 1.908614 -1.986103 2.211175 0.6 0.5 0.8
H 2.173286 0.944949 -2.100821 -0.3 -0.9 0.9
H 0.783378 -3.222212 1.579417 0.8 -0.2 -0.3
H 1.107449 2.203617 -2.013602 -0.5 0.8 -0.3
H -1.629403 2.445887 -2.108258 -0.9 -1.6 -0.4
H -0.517851 -0.776399 -1.393955 0.8 -0.2 2.4
H 2.192067 -2.531183 0.473727 -0.3 -0.2 0.2
H 0.953638 1.080139 0.233817 1.1 0.9 1.4

[2]
17
Properties=species:S:1:pos:R:3:forces:R:3 method="wB97M-V/def2-TZVPD" smiles="C=[P@](C)(O)/N=C/C" de_lowest_kcal_mol=55.9 homo_lumo_gap_ev=8.6 total_charge=0 homo_ev=-7.880
P 1.073446 0.196342 0.030932 0.8 -2.3 0.0
O 1.185161 1.091600 -1.322856 -1.4 -1.3 0.4
N -0.569531 -0.393622 0.243203 0.7 2.4 0.1
C -1.502376 0.300052 -0.245079 -0.7 1.6 -2.6
C 1.557224 -1.509025 -0.407015 0.5 -1.6 -0.1
C -2.909370 0.080473 0.117810 -2.3 -0.6 -0.9
C 2.072115 0.879469 1.264213 -2.0 1.3 -2.5
H 0.918936 -1.987988 -1.235014 1.0 1.2 0.8
H -1.449125 1.136293 -1.081639 0.9 -1.3 1.6
H 1.793471 2.005484 1.271879 0.6 -1.8 0.8
H -3.361885 -0.834132 -0.433360 0.8 1.4 0.8
H 2.675550 -1.569349 -0.665150 -1.7 -0.2 0.6
H -3.627598 0.978574 -0.165671 1.7 -1.8 1.0
H -2.807535 -0.203983 1.166277 -1.0 0.3 0.2
H 1.769812 1.796468 -1.116301 1.0 1.2 0.1
H 1.213396 -2.188154 0.474682 1.2 1.3 -1.2
H 1.968307 0.221494 2.103089 0.2 0.3 1.0

[3]
17
Properties=species:S:1:pos:R:3:forces:R:3 method="wB97M-V/def2-TZVPD" smiles="C/C=C/O.C=NP" de_lowest_kcal_mol=86.5 homo_lumo_gap_ev=8.7 total_charge=0 homo_ev=-8.203
P 3.006778 -0.318646 -1.255571 2.2 -0.6 -2.6
O -0.085322 -1.862034 0.002615 0.7 0.8 2.1
N 2.256384 0.127177 0.125753 0.3 -1.1 1.7
C -3.031342 0.454251 0.104085 -1.3 1.0 4.4
C 2.100122 1.282719 0.575892 -2.8 1.0 -0.6
C -1.742794 -0.202340 0.351258 1.9 -0.7 -0.4
C -1.365161 -1.401450 -0.138357 -0.5 2.0 -0.4
H 1.173900 1.402250 1.212533 1.5 0.3 0.1
H 2.418234 2.170633 0.005214 0.5 0.0 0.6
H 4.130833 0.617696 -1.461241 -0.8 -0.3 0.3
H 3.963262 -1.397685 -0.990536 -1.0 0.7 0.5
H 0.388764 -1.280877 0.734838 -1.3 -1.6 -2.4
H -2.964983 1.538302 -0.098043 0.0 -0.7 -0.6
H -3.489629 0.516577 1.238020 0.4 -0.2 -2.6
H -3.732519 -0.115089 -0.482844 -0.1 0.1 -0.4
H -2.066871 -1.903325 -0.851164 1.1 -0.2 0.8
H -0.959656 0.371839 0.927549 -1.0 -0.6 -0.5

[4]
17
Properties=species:S:1:pos:R:3:forces:R:3 method="wB97M-V/def2-TZVPD" smiles=[O-]CNCCCS de_lowest_kcal_mol=57.6 homo_lumo_gap_ev=5.6 total_charge=-1 homo_ev=-2.591
S 0.645444 -3.205596 0.519778 -0.2 0.2 -0.1
O 0.921374 2.987095 -0.623531 0.0 0.0 0.0
N -0.243295 0.917343 -1.099584 -0.1 -0.2 -0.3
C -0.257372 2.412217 -0.735048 0.2 -0.2 -0.2
C -0.670768 -1.911073 0.419995 0.5 -0.2 -0.4
C -0.204691 -0.546420 0.894374 0.4 0.1 -0.4
C 0.614439 0.177610 -0.190877 0.1 0.0 0.2
H 1.308841 0.872367 0.291344 0.1 0.1 0.0
H -1.089833 0.059085 1.078132 0.0 0.1 0.3
H -0.890039 -1.793509 -0.646597 -0.2 -0.2 0.1
H -1.535064 -2.311613 0.935322 -0.2 0.1 0.1
H 1.223650 -0.566900 -0.721331 -0.1 0.1 0.0
H -0.863036 2.400413 0.204644 -0.2 0.1 0.1
H 0.426688 -0.600337 1.788302 -0.4 -0.2 0.2
H 0.159128 0.865289 -2.029742 0.1 0.1 0.1
H -0.909128 2.825782 -1.544113 -0.1 0.0 0.1
H 1.363662 -2.581753 1.458933 0.1 -0.1 0.1

[5]
17
Properties=species:S:1:pos:R:3:forces:R:3 method="wB97M-V/def2-TZVPD" de_lowest_kcal_mol=158.9 homo_lumo_gap_ev=6.0 total_charge=-1 homo_ev=-2.727
S 0.598588 3.475771 1.214402 -0.9 -0.5 -0.6
O 1.154998 -3.266756 -1.651997 0.6 1.2 1.2
N 0.601681 -1.318796 0.272526 1.2 1.7 -1.5
C -0.851503 2.420498 0.614278 1.5 0.6 -2.8
C -0.107157 1.091084 -0.263805 -4.9 0.0 0.5
C 0.289428 -2.476554 -1.259475 -4.4 -3.8 -2.2
C 0.283453 0.013564 0.753481 -0.4 1.1 3.4
H 1.268117 -1.118730 -0.626025 -0.1 -1.4 4.3
H -0.456246 -0.230758 1.646201 -0.2 1.0 -2.3
H -0.921387 0.481622 -0.922302 1.1 1.5 1.3
H 1.001447 0.371619 1.551022 0.5 0.0 -1.7
H -1.417128 2.329333 1.546175 -0.2 -1.2 -0.5
H 0.456592 1.622175 -1.069110 0.7 -0.8 1.4
H -1.541023 2.944679 -0.205831 1.5 -0.9 1.7
H 0.440327 -1.853884 1.142422 2.1 -0.8 -1.4
H -0.011670 -1.562316 -1.649085 0.5 2.0 -1.9
H -0.788517 -2.922550 -1.092877 1.5 0.2 1.0

[6]
17
Properties=species:S:1:pos:R:3:forces:R:3 method="wB97M-V/def2-TZVPD" de_lowest_kcal_mol=82.2 homo_lumo_gap_ev=5.2 total_charge=-1 homo_ev=-1.515
S 2.928912 0.399988 -0.294844 -0.2 0.0 -0.2
O -3.015618 -0.878445 -0.608021 -0.1 -0.1 -0.1
N -1.640079 0.467028 0.858272 -0.8 0.3 0.6
C 1.793456 -0.842238 0.105414 0.4 -0.1 -0.1
C -2.843342 0.361073 0.128706 0.1 -0.6 -0.3
C -0.400671 0.608002 0.106162 0.2 -1.4 0.1
C 0.322401 -0.735163 -0.225553 0.9 0.3 0.5
H -2.168903 -1.142039 -0.991929 0.0 0.2 0.1
H -0.670982 1.009177 -0.847563 -0.1 0.9 -0.5
H -3.701112 0.333032 0.798329 0.0 0.3 0.1
H 2.656873 1.497980 0.500253 0.0 0.2 0.0
H 0.286263 1.259406 0.631927 0.1 0.2 0.0
H -2.913138 1.198674 -0.568452 -0.1 0.1 0.0
H -1.637975 -0.244095 1.580897 0.5 0.1 -0.1
H 2.028983 -1.319232 1.049358 -0.2 0.0 0.2
H -0.104883 -1.514295 0.398580 -0.5 -0.3 -0.1
H 0.143209 -0.982150 -1.282339 -0.2 0.0 -0.1